Density functional theory data (the ωB97M-V functional and the def2-TZVPD basis) for a 14-piece molecular cluster, C60H158N10O24 overall at a distorted geometry.

Structure (XYZ):
```
252
Properties=species:S:1:pos:R:3
C -11.369 -4.419 0.477
O -10.894 -5.105 1.620
C -10.073 -6.218 1.323
C -9.511 -6.991 2.498
N -8.723 -8.182 2.196
C -9.498 -9.334 1.767
C -8.636 -10.596 1.994
O -8.638 -10.737 3.409
C -7.777 -11.771 3.862
H -12.125 -3.734 0.855
H -11.835 -4.997 -0.329
H -10.555 -3.886 -0.019
H -9.288 -5.976 0.596
H -10.760 -6.907 0.810
H -10.393 -7.362 3.040
H -8.960 -6.417 3.245
H -8.356 -8.505 3.088
H -9.870 -9.293 0.743
H -10.369 -9.459 2.422
H -7.655 -10.372 1.561
H -9.038 -11.494 1.520
H -6.786 -11.699 3.410
H -8.191 -12.760 3.660
H -7.774 -11.591 4.939
C -11.218 -5.508 -2.841
O -12.125 -6.397 -3.455
C -13.477 -6.240 -3.070
C -13.688 -6.860 -1.681
N -13.965 -8.299 -1.717
C -12.994 -9.116 -2.430
C -13.221 -10.617 -2.203
O -12.713 -10.950 -0.909
C -11.815 -12.062 -0.886
H -10.944 -5.678 -1.794
H -11.663 -4.512 -2.911
H -10.268 -5.505 -3.376
H -14.105 -6.660 -3.855
H -13.781 -5.190 -2.962
H -14.438 -6.218 -1.215
H -12.799 -6.753 -1.057
H -14.881 -8.471 -2.111
H -11.995 -8.925 -2.041
H -13.025 -9.068 -3.525
H -12.664 -11.068 -3.028
H -14.262 -10.941 -2.281
H -11.723 -12.712 -1.756
H -12.164 -12.685 -0.062
H -10.842 -11.647 -0.611
C -11.449 -13.142 2.635
O -11.340 -11.838 3.187
C -12.390 -11.615 4.131
C -12.093 -10.229 4.724
N -10.776 -10.184 5.386
C -10.488 -8.777 5.778
C -9.123 -8.563 6.365
O -8.212 -8.580 5.276
C -6.859 -8.556 5.667
H -10.662 -13.297 1.899
H -12.413 -13.231 2.121
H -11.384 -13.851 3.464
H -12.316 -12.341 4.948
H -13.357 -11.712 3.633
H -12.854 -9.794 5.376
H -12.099 -9.551 3.857
H -10.168 -10.384 4.590
H -11.224 -8.472 6.525
H -10.639 -8.224 4.847
H -8.942 -9.351 7.104
H -9.104 -7.605 6.894
H -6.503 -7.542 5.882
H -6.312 -9.096 4.896
H -6.646 -9.026 6.635
C -13.414 -2.050 -1.820
O -12.035 -2.291 -1.949
C -11.409 -1.522 -2.960
C -9.949 -1.973 -3.085
N -9.224 -1.824 -1.849
C -7.922 -2.452 -1.846
C -8.066 -3.936 -1.666
O -8.417 -4.236 -0.320
C -7.290 -4.341 0.572
H -13.895 -2.660 -1.052
H -13.837 -2.460 -2.747
H -13.658 -1.008 -1.607
H -11.411 -0.453 -2.722
H -11.971 -1.715 -3.880
H -9.510 -1.577 -4.002
H -10.064 -3.041 -3.330
H -9.770 -2.263 -1.115
H -7.205 -2.122 -1.090
H -7.429 -2.215 -2.795
H -7.146 -4.467 -1.934
H -8.896 -4.301 -2.271
H -6.654 -5.176 0.275
H -7.657 -4.484 1.585
H -6.685 -3.432 0.551
C -15.499 -0.127 -4.024
O -15.935 -0.183 -2.671
C -17.283 0.244 -2.503
C -17.694 -0.347 -1.152
N -16.899 0.124 -0.048
C -17.137 -0.650 1.169
C -16.086 -0.302 2.210
O -14.969 -1.125 1.899
C -13.818 -0.798 2.658
H -14.436 0.093 -4.083
H -16.010 0.632 -4.625
H -15.773 -1.076 -4.494
H -17.894 -0.131 -3.330
H -17.365 1.334 -2.551
H -17.496 -1.420 -1.304
H -18.768 -0.294 -0.966
H -15.909 -0.030 -0.209
H -17.152 -1.714 0.900
H -18.131 -0.400 1.553
H -16.469 -0.414 3.227
H -15.931 0.773 2.064
H -13.926 -0.745 3.745
H -13.289 0.098 2.327
H -13.152 -1.653 2.532
C -4.132 -10.283 3.363
O -3.534 -11.427 3.976
C -2.766 -11.219 5.130
C -3.273 -11.824 6.449
N -4.659 -11.430 6.641
C -5.148 -12.012 7.898
C -6.653 -11.917 8.069
O -7.334 -12.825 7.198
C -8.744 -12.789 7.349
H -4.430 -9.454 4.005
H -5.050 -10.668 2.920
H -3.450 -9.944 2.581
H -2.367 -10.207 5.263
H -1.791 -11.664 4.882
H -2.592 -11.590 7.270
H -3.125 -12.914 6.412
H -5.214 -11.845 5.897
H -4.664 -11.407 8.672
H -4.809 -13.028 8.135
H -6.962 -10.922 7.728
H -7.031 -12.064 9.083
H -9.124 -11.766 7.360
H -8.913 -13.329 8.289
H -9.245 -13.377 6.583
C -2.218 -5.092 -5.322
O -3.407 -5.830 -5.050
C -4.545 -5.066 -4.817
C -5.786 -5.921 -4.570
N -5.877 -6.274 -3.138
C -6.922 -7.294 -3.005
C -7.021 -7.722 -1.520
O -7.883 -8.825 -1.275
C -9.252 -8.551 -1.537
H -1.554 -5.162 -4.459
H -2.434 -4.041 -5.519
H -1.728 -5.546 -6.183
H -4.851 -4.488 -5.704
H -4.455 -4.287 -4.053
H -5.820 -6.816 -5.200
H -6.659 -5.326 -4.847
H -5.021 -6.726 -2.835
H -6.651 -8.214 -3.540
H -7.890 -6.955 -3.377
H -7.396 -6.842 -0.988
H -6.036 -8.033 -1.176
H -9.493 -7.503 -1.326
H -9.859 -9.196 -0.906
H -9.490 -8.690 -2.595
C -11.659 -5.500 6.890
O -12.291 -4.787 5.848
C -12.567 -5.539 4.653
C -14.090 -5.853 4.658
N -14.887 -4.654 4.442
C -14.762 -4.038 3.144
C -15.186 -4.920 1.990
O -16.397 -5.637 2.193
C -16.830 -6.269 1.021
H -12.154 -6.464 7.038
H -11.504 -4.932 7.806
H -10.624 -5.725 6.593
H -11.918 -6.415 4.635
H -12.303 -4.799 3.900
H -14.325 -6.356 5.596
H -14.286 -6.589 3.867
H -15.861 -4.887 4.586
H -13.754 -3.648 3.024
H -15.490 -3.223 3.139
H -14.429 -5.710 1.858
H -15.083 -4.418 1.020
H -17.260 -5.591 0.276
H -17.553 -7.034 1.299
H -15.973 -6.742 0.525
C -5.897 -13.599 1.406
O -6.706 -14.217 2.412
C -5.996 -14.818 3.471
C -6.837 -15.208 4.666
N -7.944 -16.105 4.313
C -9.227 -15.762 4.914
C -10.380 -16.626 4.452
O -10.573 -16.507 3.059
C -11.572 -17.335 2.545
H -5.282 -14.399 0.984
H -5.213 -12.890 1.874
H -6.529 -13.166 0.638
H -5.241 -14.078 3.767
H -5.392 -15.668 3.127
H -7.233 -14.283 5.106
H -6.337 -15.684 5.511
H -8.117 -15.989 3.318
H -9.552 -14.756 4.612
H -9.153 -15.883 5.996
H -11.235 -16.300 5.058
H -10.263 -17.651 4.825
H -11.387 -18.402 2.718
H -11.558 -17.252 1.457
H -12.558 -17.078 2.944
C -11.976 -3.700 10.865
O -10.871 -3.143 10.164
C -11.207 -1.800 9.812
C -10.044 -1.195 9.048
N -9.914 -1.896 7.811
C -8.734 -1.594 6.974
C -8.726 -2.559 5.798
O -8.527 -3.865 6.252
C -8.389 -4.760 5.172
H -11.665 -4.555 11.462
H -12.778 -3.930 10.157
H -12.415 -2.975 11.559
H -11.337 -1.178 10.703
H -12.092 -1.827 9.173
H -9.149 -1.213 9.691
H -10.204 -0.129 8.861
H -9.827 -2.894 7.970
H -7.846 -1.807 7.588
H -8.640 -0.543 6.699
H -7.932 -2.205 5.130
H -9.692 -2.493 5.287
H -9.275 -4.724 4.532
H -8.381 -5.782 5.558
H -7.443 -4.569 4.662
O -12.905 -9.089 1.059
H -13.114 -8.926 0.130
H -12.609 -10.001 1.080
O -9.132 -2.959 2.407
H -9.688 -2.314 1.955
H -9.574 -3.806 2.252
O -6.212 -7.269 1.189
H -6.880 -7.665 1.785
H -6.197 -7.857 0.428
O -10.955 -1.460 0.783
H -11.628 -1.154 0.164
H -10.360 -0.708 0.887
```

As for the spin multiplicity: 1. The calculation puts the energy relative to the best compared isomer or geometry (same formula, charge and spin) at 31.2 kcal per mole. The calculation puts the total energy at -4733.60326 Eh. Its HOMO-LUMO gap is 0.310 Ha. As for the charge: 0. Its strongest force on any atom is 2.58 eV/Å.

Results of the Löwdin charge analysis, in e, for atoms 1 through 99: -0.0964 -0.1828 -0.1931 -0.1579 -0.0407 -0.1716 -0.1710 -0.2342 -0.0542 0.0853 0.0577 0.0637 0.1031 0.1179 0.0969 0.1062 0.0867 0.0758 0.0989 0.1228 0.1126 0.0709 0.0809 0.0874 -0.1070 -0.1817 -0.1954 -0.1794 -0.0568 -0.2017 -0.1903 -0.2153 -0.0741 0.0582 0.0778 0.0810 0.1265 0.1078 0.1051 0.1009 0.1185 0.1118 0.1192 0.1153 0.1256 0.0911 0.0665 0.0816 -0.0943 -0.2159 -0.1894 -0.1998 -0.0204 -0.1963 -0.2013 -0.2079 -0.0869 0.0868 0.0821 0.0742 0.1192 0.1227 0.1192 0.0989 0.0649 0.1097 0.0870 0.1131 0.1146 0.0908 0.0690 0.0719 -0.0987 -0.2412 -0.2027 -0.2079 -0.0366 -0.1915 -0.2092 -0.2423 -0.0708 0.0869 0.0869 0.0878 0.1258 0.1228 0.1256 0.0876 0.0706 0.1138 0.1204 0.1066 0.0910 0.0642 0.0716 0.0883 -0.1072 -0.2261 -0.2100